A cluster of 2 separate species, C4H7NO in total at a distorted geometry, computed with ωB97M-V with the def2-TZVPD basis set.

XYZ file:
```
13
Properties=species:S:1:pos:R:3:forces:R:3
O 1.2784 -0.3186 1.8535 0.120 -0.185 1.454
C 0.7627 0.2540 -0.4989 -0.702 0.124 -0.176
C -0.0803 -0.7332 -1.1610 -0.111 -0.204 -0.804
C -0.8178 -0.2336 0.0408 0.489 0.193 -0.330
C -1.7586 0.8439 -0.1715 -0.211 0.874 -0.302
N -2.4461 1.7538 -0.3814 0.593 -0.978 0.271
H 1.6240 0.5479 2.0858 0.124 -0.005 0.190
H 1.8066 -0.0171 -0.2810 -1.121 -0.132 0.775
H 0.6631 1.3189 -0.6689 -0.275 -0.112 -0.548
H 0.2853 -1.7401 -0.9658 -0.080 0.075 -0.409
H -0.4696 -0.5494 -2.1427 -0.303 -0.139 -0.385
H 0.3738 -0.1277 1.5594 0.539 -0.064 0.331
H -1.2214 -0.9988 0.7318 0.937 0.554 -0.067
```
Forces are in eV/Å.

Computed properties:
**E**: -286.50653 hartree
**HOMO energy**: -9.95 eV
**Charge**: 0
**Orbital gap**: 10.706 eV
**SMILES**: N#CC1CC1.O


The molecule C4H7NO, computed with ωB97M-V with the def2-TZVPD basis set.

XYZ file:
```
13
Properties=species:S:1:pos:R:3:forces:R:3
C 0.2421 -1.4005 1.6688 0.034 0.042 0.085
C -0.4939 -0.3267 0.9021 -0.001 0.052 0.138
N -0.7088 -0.6654 -0.4477 0.083 0.326 -0.256
C -0.3913 0.1225 -1.3927 -0.046 -0.150 0.131
C 0.3042 1.4506 -1.3169 0.042 0.017 0.053
O -0.9481 0.6740 1.4106 0.082 -0.257 -0.104
H 0.4848 -1.0450 2.6716 -0.055 -0.022 -0.160
H 1.1525 -1.7033 1.1423 -0.132 0.057 0.027
H -0.3992 -2.2849 1.7400 0.074 0.118 -0.032
H 1.2030 1.4327 -1.9447 -0.134 -0.032 0.083
H -0.6536 -0.2136 -2.4011 0.021 0.039 0.116
H -0.3552 2.2206 -1.7347 0.062 -0.122 0.058
H 0.5635 1.7388 -0.2977 -0.030 -0.068 -0.139
```
Forces are in eV/Å.

Computed properties:
**E**: -286.59813 hartree
**HOMO energy**: -9.60 eV
**Charge**: 0
**Orbital gap**: 10.572 eV
**SMILES**: C/C=N\C(C)=O


A structure of composition C4H7NO, computed with ωB97M-V with the def2-TZVPD basis set.

XYZ file:
```
13
Properties=species:S:1:pos:R:3:forces:R:3
O -2.7025 -0.4456 1.3387 0.551 -0.021 -0.115
C -1.5271 -0.4681 1.0723 -0.392 0.050 0.112
C -0.7987 0.6865 0.4019 -0.039 0.076 -0.023
N 0.3863 0.2533 -0.2945 0.136 -0.117 -0.123
C 0.5723 -0.1333 -1.5753 -0.136 -0.040 -0.233
C 1.6003 -0.1239 0.1914 0.173 0.036 0.258
H -0.8848 -1.3447 1.3075 -0.093 0.080 -0.023
H -0.4912 1.3984 1.1811 -0.071 -0.113 -0.034
H -1.4779 1.2020 -0.2837 0.088 -0.073 0.102
H 1.3276 0.3647 -2.1677 -0.072 -0.069 0.127
H -0.1271 -0.8130 -2.0713 0.093 0.110 0.093
H 1.9005 -1.1643 0.1575 -0.107 0.176 -0.049
H 2.2222 0.5878 0.7422 -0.130 -0.095 -0.093
```
Forces are in eV/Å.

Computed properties:
**E**: -286.46415 hartree
**HOMO energy**: -8.23 eV
**Charge**: 0
**Orbital gap**: 8.790 eV


The molecule C4H7NO, computed with ωB97M-V with the def2-TZVPD basis set.

XYZ file:
```
13
Properties=species:S:1:pos:R:3:forces:R:3
N -1.0040 1.0490 1.6645 -0.016 -0.574 -0.252
C -0.6922 0.0667 0.9327 0.132 0.303 0.244
C 0.6781 -0.5859 0.8435 -0.271 0.201 0.219
C 0.9432 0.1095 -0.5250 -0.340 0.057 -0.211
C -0.3847 -0.2314 -1.2517 0.288 0.027 -0.170
O -1.3798 -0.2954 -0.2081 0.100 0.266 0.014
H -1.7995 1.5301 1.2340 -0.145 -0.271 0.369
H 1.3031 -0.2954 1.6910 0.030 0.130 -0.382
H 0.6067 -1.6863 0.8117 0.032 0.443 -0.248
H 1.8010 -0.1076 -1.1726 -0.042 -0.350 0.560
H 0.9579 1.1820 -0.2800 0.163 -0.229 -0.327
H -0.2984 -1.1993 -1.7615 -0.197 0.122 0.147
H -0.7254 0.5284 -1.9632 0.267 -0.124 0.038
```
Forces are in eV/Å.

Computed properties:
**E**: -286.57739 hartree
**HOMO energy**: -10.11 eV
**Charge**: 0
**Orbital gap**: 11.108 eV
**SMILES**: [H]/N=C1/CCCO1


A structure of composition C4H7NO at a distorted geometry, computed with ωB97M-V with the def2-TZVPD basis set.

XYZ file:
```
13
Properties=species:S:1:pos:R:3:forces:R:3
C -0.4105 -0.9946 -1.0513 0.057 -0.326 -0.128
N -0.1375 0.3036 -0.4522 1.721 -0.456 -0.415
C 1.5086 0.6487 0.3175 -1.258 0.249 -0.684
C 0.4004 0.1904 1.0368 -0.870 0.184 0.692
C -1.0876 0.8002 0.6110 0.468 0.282 1.414
O -2.0791 0.1346 0.9623 0.324 0.067 -0.564
H 0.5023 -1.5716 -1.2275 -0.072 0.211 0.130
H -0.8727 -0.7956 -2.0213 -0.079 -0.131 0.149
H -1.0810 -1.5474 -0.3906 -0.115 -0.051 -0.277
H 2.4389 0.0747 0.1830 -0.669 -0.048 -0.340
H 1.5288 1.6830 0.0072 0.319 0.149 0.220
H 0.3293 -0.7964 1.4728 0.150 -0.040 -0.051
H -1.0662 1.8989 0.6151 0.025 -0.091 -0.145
```
Forces are in eV/Å.

Computed properties:
**E**: -286.43495 hartree
**HOMO energy**: -8.23 eV
**Charge**: 0
**Orbital gap**: 8.378 eV


A cluster of 2 separate species, C4H7NO in total at a distorted geometry, computed with ωB97M-V with the def2-TZVPD basis set.

XYZ file:
```
13
Properties=species:S:1:pos:R:3:forces:R:3
C 1.8623 0.3755 0.5478 0.286 -0.108 0.022
O 0.6683 -0.2187 0.7959 -0.248 -0.062 -0.058
C -0.1175 -0.7296 -0.0652 -0.004 0.018 -0.020
C -1.4917 -1.1149 0.3432 0.001 0.014 0.042
C -0.1425 1.8858 -1.0005 -0.849 0.217 -0.551
N -1.0740 2.1751 -1.6220 0.892 -0.267 0.585
H 2.4125 0.5128 1.4704 -0.076 -0.004 -0.125
H 0.7765 1.6548 -0.4045 -0.060 0.040 -0.046
H 2.3871 -0.0293 -0.3184 -0.063 0.091 0.087
H 0.2641 -0.8864 -1.0744 -0.047 0.032 0.127
H -1.6826 -2.1770 0.1498 0.045 0.143 0.013
H -1.6364 -0.9135 1.4072 0.020 -0.024 -0.144
H -2.2261 -0.5346 -0.2293 0.101 -0.090 0.068
```
Forces are in eV/Å.

Computed properties:
**E**: -286.45584 hartree
**HOMO energy (alpha / beta)**: -7.98 / -7.83 eV
**Charge**: 0
**Orbital gap (alpha / beta)**: 8.137 / 7.870 eV


The molecule C4H7NO, computed with ωB97M-V with the def2-TZVPD basis set.

XYZ file:
```
13
Properties=species:S:1:pos:R:3:forces:R:3
C -2.2384 0.2541 0.4057 -0.231 0.013 0.028
N -0.7897 0.2397 0.4301 0.297 -0.303 -0.534
C -0.1950 -0.3669 -0.5091 -0.190 0.240 0.392
C 1.2961 -0.4718 -0.5427 -0.076 0.005 -0.215
C 2.1330 0.4079 0.2780 0.108 0.298 -0.012
O 1.9159 -0.9389 0.6503 0.060 -0.171 0.130
H -2.6756 -0.5934 -0.1423 0.097 0.126 0.026
H -2.5841 1.1836 -0.0600 0.050 -0.070 0.098
H -2.6176 0.2428 1.4309 0.051 -0.020 -0.143
H -0.7372 -0.8544 -1.3334 0.017 -0.003 0.125
H 1.7135 -0.8949 -1.4574 -0.062 0.075 0.153
H 3.1443 0.6454 -0.0532 -0.167 -0.056 0.037
H 1.6349 1.1470 0.9030 0.048 -0.134 -0.087
```
Forces are in eV/Å.

Computed properties:
**E**: -286.53411 hartree
**HOMO energy**: -9.86 eV
**Charge**: 0
**Orbital gap**: 10.977 eV
**SMILES**: C/N=C/[C@H]1CO1


The molecule C4H7NO at a distorted geometry, computed with ωB97M-V with the def2-TZVPD basis set.

XYZ file:
```
13
Properties=species:S:1:pos:R:3:forces:R:3
C 1.5011 -0.7479 -0.1157 -0.067 0.017 0.107
C 0.2323 0.0532 0.0069 0.067 0.080 0.469
C 0.0896 1.4794 -0.0415 1.013 0.393 -0.964
N -0.1859 0.9530 -1.1556 0.787 0.944 0.185
C -1.1319 -0.3605 0.5757 0.252 0.547 0.549
O -1.9312 -0.6102 -0.5279 0.314 0.987 -1.140
H 1.3306 -1.6888 -0.6516 -0.086 0.170 0.106
H 2.2576 -0.1797 -0.6692 -0.187 -0.068 0.129
H 1.9061 -0.9879 0.8717 -0.022 0.000 -0.081
H -1.4225 0.6241 1.0359 -0.498 -0.809 0.294
H 0.0216 2.4320 0.4624 0.143 0.126 -0.096
H -1.5028 0.1223 -1.1841 -1.692 -2.053 1.046
H -1.1644 -1.0889 1.3930 -0.025 -0.334 -0.604
```
Forces are in eV/Å.

Computed properties:
**E**: -286.48887 hartree
**HOMO energy**: -9.80 eV
**Charge**: 0
**Orbital gap**: 10.657 eV
**SMILES**: C[C@@]1(CO)C=N1


A structure of composition C4H7NO at a distorted geometry, computed with ωB97M-V with the def2-TZVPD basis set.

XYZ file:
```
13
Properties=species:S:1:pos:R:3:forces:R:3
O 1.7337 0.5041 0.9737 -0.008 0.204 -0.253
C 1.0497 0.5765 -0.1786 -0.250 -0.356 -0.294
C 0.4649 -0.6196 -0.7000 -0.140 0.176 0.233
C -1.7112 -0.7705 0.3509 0.050 -0.050 0.011
C -1.5191 0.5830 0.5792 0.490 1.131 0.095
N -1.1113 1.6908 0.6648 -0.429 -1.396 -0.120
H 2.1194 1.3691 1.1797 -0.161 -0.244 -0.031
H 1.6289 -0.2387 -1.1796 0.010 0.205 0.180
H 0.8962 1.5342 -0.6686 0.065 -0.230 0.103
H 0.6806 -1.5744 -0.2381 0.018 0.182 -0.076
H -0.1325 -0.5645 -1.6012 0.218 0.040 0.149
H -1.6464 -1.4338 1.2140 -0.030 0.210 -0.158
H -2.4527 -1.0564 -0.3961 0.167 0.127 0.160
```
Forces are in eV/Å.

Computed properties:
**E**: -286.43709 hartree
**HOMO energy**: -7.23 eV
**Charge**: 0
**Orbital gap**: 7.674 eV


A cluster of 2 separate species, C4H7NO in total, computed with ωB97M-V with the def2-TZVPD basis set.

XYZ file:
```
13
Properties=species:S:1:pos:R:3:forces:R:3
O 2.2427 1.2364 -1.2268 -0.182 -0.394 0.167
C 1.8090 0.1996 -0.8138 0.078 0.258 -0.103
N 0.4612 0.0290 -0.4235 0.462 0.074 -0.149
C -0.5769 0.8763 -0.3563 -0.114 0.147 -0.022
C -1.4616 -0.2665 0.0345 -0.283 -0.030 0.087
C -0.1690 -1.0787 0.1267 -0.055 -0.227 -0.264
H 2.3887 -0.7303 -0.6926 -0.041 0.111 0.002
H -0.0627 0.6943 2.0197 0.027 -0.064 0.106
H -0.5862 1.9519 -0.4465 0.054 -0.188 0.076
H -2.1184 -0.1783 0.9024 0.134 0.052 -0.157
H -2.0267 -0.5965 -0.8449 -0.006 -0.093 0.096
H 0.0390 -2.0797 -0.2451 -0.056 0.128 0.016
H 0.0609 -0.0575 1.9660 -0.018 0.226 0.145
```
Forces are in eV/Å.

Computed properties:
**E**: -286.43792 hartree
**HOMO energy (alpha / beta)**: -7.50 / -7.68 eV
**Charge**: 0
**Orbital gap (alpha / beta)**: 7.307 / 7.561 eV